ORCA calculation (ωB97M-V/def2-TZVPD) on a molecular structure, C29H36F3O20S5V.

The geometry in XYZ format:
```
94
C29H36F3O20S5V, DFT ωB97M-V/def2-TZVPD
O 1.2622 2.5560 -19.4338
V 1.9062 3.1866 -18.0907
C 5.1265 6.4236 -20.5785
C 5.8409 6.2530 -19.3679
C 5.0943 6.1534 -18.0407
O 5.8006 6.2287 -17.1054
C 3.6895 5.7544 -18.0425
C 3.0271 5.8330 -19.1906
C 3.7567 6.2622 -20.4744
O 3.0575 6.6397 -21.5104
O 1.9160 5.2074 -19.1865
O 7.0352 6.1226 -19.2194
H 5.6133 6.6740 -21.5094
H 3.1555 5.5590 -17.1244
C 7.3014 0.9956 -17.4784
C 6.3760 1.9593 -17.6600
C 4.9701 1.6528 -18.0709
O 4.0716 2.5631 -18.3381
C 4.4945 0.4014 -18.1861
C 5.3634 -0.7421 -17.8368
C 6.9288 -0.4151 -17.6379
O 7.7249 -1.3940 -17.6057
O 5.0269 -1.9170 -17.7223
O 6.8650 3.1926 -17.6360
H 8.3275 1.2170 -17.2245
H 3.5235 0.1212 -18.5670
C -0.3682 0.1823 -15.2941
F 0.4712 -0.4423 -14.4109
F -1.5191 -0.4325 -15.2966
F -0.6027 1.4278 -14.8687
S 0.4433 0.2833 -17.0916
O -0.6291 0.4760 -18.0414
O 1.3214 1.4676 -17.0890
O 1.2142 -0.9457 -17.3063
C -3.5008 5.3262 -18.4550
C -3.9270 4.0280 -17.5586
C -2.8109 3.1464 -17.5090
S -1.4504 4.2464 -17.0260
O -0.1435 3.8151 -17.6178
O -1.4914 4.3675 -15.5635
C -2.0876 5.7562 -17.9390
H -4.2563 6.1000 -18.3187
H -3.5321 5.0287 -19.5031
H -4.7918 3.7432 -18.1579
H -4.3478 4.4507 -16.6463
H -2.3408 2.8657 -18.4514
H -2.8039 2.3218 -16.7962
H -1.2997 5.8798 -18.6821
H -1.9651 6.6762 -17.3674
C 2.3839 5.9361 -13.4468
C 3.5854 5.0793 -12.9241
C 3.8417 3.9522 -13.8519
S 2.3096 3.4641 -14.6777
O 1.9264 2.1363 -14.1919
O 2.3906 3.6536 -16.1235
C 1.2938 4.8549 -13.9194
H 2.5341 6.4921 -14.3722
H 2.1072 6.7273 -12.7501
H 3.3013 4.7596 -11.9216
H 4.4126 5.7644 -12.7385
H 4.3371 3.1529 -13.3007
H 4.4530 4.3374 -14.6681
H 0.8109 4.4339 -13.0376
H 0.4993 5.2216 -14.5692
C -0.4543 -2.1522 -23.1396
C 0.1813 -0.7705 -23.0777
C 0.0576 -0.2941 -21.6255
S -0.0713 -1.8518 -20.5816
O -1.3608 -1.9419 -19.8467
O 1.1178 -1.9566 -19.7940
C 0.0266 -3.0426 -22.0315
H -0.2488 -2.6296 -24.0977
H -1.5363 -2.0209 -23.1573
H -0.2634 -0.0099 -23.7194
H 1.2177 -0.8693 -23.4004
H -0.9699 0.0592 -21.7125
H 0.7001 0.4676 -21.1838
H -0.6943 -3.8145 -21.7621
H 1.0570 -3.3926 -22.0942
C 0.3125 5.7406 -23.4309
C 0.6903 4.2799 -23.5086
C -0.5219 3.4999 -23.0659
S -1.3709 4.4666 -21.7119
O -1.0485 3.8961 -20.4306
O -2.7350 4.7661 -22.1739
C -0.2401 5.9619 -22.0565
H -0.3526 6.0087 -24.2517
H 1.2311 6.3151 -23.5500
H 1.6104 4.1854 -22.9319
H 0.9865 4.0044 -24.5207
H -0.1541 2.6034 -22.5668
H -1.1457 3.2631 -23.9278
H 0.5760 5.8153 -21.3489
H -0.8104 6.8841 -21.9449
```

Calculated values
Largest force on an atom (eV/Å): 6.333
M (g mol⁻¹): 972.860
2S+1: 2
Net charge: -3
LUMO (alpha / beta) (eV): 4.76 / 4.76

Here are the Mulliken charges for atoms 1 to 5, given in e: 0.013, 1.027, -1.248, 0.864, 0.067


ORCA calculation (ωB97M-V/def2-TZVPD) on a molecular structure, C29H36Ge2N3O2Ru.

The geometry in XYZ format:
```
73
C29H36Ge2N3O2Ru, DFT ωB97M-V/def2-TZVPD
Ru -0.5404 0.5863 0.7774
C 2.9979 3.0361 -1.8345
C 1.6388 2.7128 -1.2112
Ge 1.7468 1.3350 0.1672
C 2.6129 1.9386 1.8349
C 4.1409 1.8683 1.7658
C 2.9587 -0.0598 -0.4962
C 2.5318 -1.3619 -0.3882
Ge 0.5777 -1.4155 -0.1069
C -0.2754 -2.4086 -1.5583
C 0.0753 -3.8906 -1.7117
C 0.2940 -1.5772 1.8539
C -0.4920 -2.8085 2.3239
C 3.4081 -2.4888 -0.3867
C 4.7967 -2.3600 -0.7043
C 5.6248 -3.4504 -0.6764
C 5.1137 -4.7006 -0.3145
C 3.7605 -4.8565 0.0216
C 2.9268 -3.7721 -0.0144
H 2.9051 3.8555 -2.5470
H 3.4046 2.1814 -2.3774
H 3.7288 3.3425 -1.0856
H 0.9130 2.3991 -1.9609
H 1.2243 3.5988 -0.7224
H 2.2319 1.3496 2.6698
H 2.2663 2.9585 2.0097
H 4.4906 0.8395 1.6556
H 4.5803 2.2603 2.6833
H 4.5447 2.4524 0.9383
H 3.9636 0.1919 -0.8280
H 0.0101 -1.8532 -2.4563
H -1.3455 -2.2834 -1.4475
H 1.1272 -4.0413 -1.9535
H -0.5026 -4.3191 -2.5304
H -0.1613 -4.4625 -0.8128
H -0.2792 -0.6828 2.2662
H 1.2638 -1.4933 2.3409
H -1.4484 -2.9018 1.8105
H -0.6811 -2.7697 3.3962
H 0.0823 -3.7125 2.1200
H 5.1933 -1.3989 -0.9965
H 6.6695 -3.3505 -0.9355
H 5.7713 -5.5599 -0.2939
H 3.3856 -5.8293 0.3073
H 1.8856 -3.8897 0.2592
O -0.2866 2.0306 2.0839
N -0.7562 3.2049 1.7107
N -1.2204 3.2108 0.5520
O -1.1837 2.1325 -0.2328
C -1.7302 4.4327 -0.0372
C -1.1819 5.6397 0.3556
C -1.6961 6.7957 -0.2134
C -2.7204 6.7185 -1.1462
C -3.2444 5.4883 -1.5239
C -2.7481 4.3205 -0.9672
H -0.3843 5.6777 1.0833
H -1.2902 7.7560 0.0719
H -3.1128 7.6255 -1.5854
H -4.0429 5.4369 -2.2506
H -3.1361 3.3521 -1.2453
N -2.0957 -0.6378 0.1552
C -3.1588 -1.0770 0.1732
C -4.4651 -1.6558 0.1842
C -4.9320 -2.2520 1.3566
C -6.1965 -2.8117 1.3571
C -6.9733 -2.7719 0.2050
C -6.4997 -2.1737 -0.9571
C -5.2380 -1.6077 -0.9774
H -4.3180 -2.2707 2.2470
H -6.5784 -3.2761 2.2553
H -7.9615 -3.2116 0.2133
H -7.1144 -2.1473 -1.8457
H -4.8552 -1.1372 -1.8728
```

Calculated values
Largest force on an atom (eV/Å): 1.185
M (g mol⁻¹): 704.916
2S+1: 2
Net charge: +2
LUMO (alpha / beta) (eV): -6.34 / -9.03

Here are the Mulliken charges for atoms 1 to 5, given in e: -0.126, -1.204, -0.497, 1.096, -0.655